No. 1
110
Properties=species:S:1:pos:R:3:forces:R:3:mulliken_spin:R:1 method="wB97M-V/def2-TZVPD" gap_ev="6.37 / 2.43" e_tot_ha=-3873.9404 spin_multiplicity=2 total_charge=+1 s2=0.7626 homo_energy_ev="-9.54 / -9.54"
C -3.166733 -5.386048 1.975761 0.6 1.0 0.5 0.00
C -3.765669 -4.411216 0.934747 0.1 0.8 -0.8 -0.01
C -2.919724 -3.146505 0.824764 1.8 0.3 2.0 0.01
S -1.897811 -3.055024 2.470278 -3.9 -0.4 -1.4 -0.01
O -2.352559 -1.853013 3.139869 1.2 -0.3 -0.2 0.00
O -0.537112 -3.404220 2.178199 1.1 0.2 0.0 0.01
C -2.736415 -4.480505 3.221644 -0.7 0.2 -1.7 0.00
H -2.288346 -5.859137 1.536776 0.1 -0.2 0.1 0.00
H -3.897361 -6.160208 2.210191 0.2 0.1 0.3 0.00
H -4.814271 -4.153052 1.082616 0.1 -0.1 0.5 0.00
H -3.741046 -4.760072 -0.097633 -0.1 -0.9 0.1 0.00
H -3.389424 -2.165884 0.748193 -0.2 -0.3 -0.1 0.00
H -2.106925 -3.238202 0.104316 -0.2 0.0 -0.2 0.02
H -3.674151 -4.023665 3.537918 0.2 -0.1 0.7 0.00
H -2.098667 -4.825798 4.035377 -0.4 -0.4 -0.2 0.00
C 3.039523 3.788451 -4.386187 -2.8 0.0 -1.2 0.00
C 4.409391 3.739075 -3.794649 0.8 -0.8 -0.3 0.00
C 5.034888 2.387700 -4.230646 0.1 1.0 -0.5 0.00
S 3.643097 1.261586 -4.350424 -0.2 1.0 -3.2 0.00
O 3.568623 0.407357 -3.224100 0.1 -1.7 1.5 0.00
O 3.636596 0.748027 -5.730821 0.1 -0.1 1.6 0.00
C 2.288970 2.436912 -4.270885 1.3 -0.4 2.0 0.00
H 3.051204 4.043295 -5.445907 0.3 0.3 0.0 0.00
H 2.410244 4.511718 -3.867535 0.1 0.3 -0.2 0.00
H 4.394365 3.830683 -2.708611 0.1 0.2 -0.1 0.00
H 4.932916 4.550456 -4.300300 0.4 0.1 0.7 0.00
H 5.907620 2.042294 -3.676440 -0.5 -0.3 0.4 0.00
H 5.397501 2.498365 -5.252583 -0.2 -0.1 -0.1 0.00
H 1.948813 2.381015 -3.236821 0.0 -0.1 0.3 0.00
H 1.463251 2.001064 -4.833305 0.3 0.8 -0.8 0.00
C -0.299816 -2.404459 8.012430 -1.4 0.0 1.0 0.00
C 0.145896 -1.664163 6.775419 -1.7 1.0 -0.9 0.00
C -1.047591 -1.652623 5.733713 -0.1 -1.2 1.4 0.00
S -2.640333 -1.891252 6.724099 2.1 0.3 0.2 0.00
O -3.190143 -3.154864 6.316776 -0.3 -0.5 0.0 0.00
O -3.440505 -0.702737 6.701936 -0.3 0.1 -0.1 0.00
C -1.795820 -2.002700 8.353186 0.8 0.3 -0.5 0.00
H 0.334543 -2.070731 8.833594 0.0 -0.3 0.1 0.00
H -0.177699 -3.479545 7.880565 -0.2 0.0 0.1 0.00
H 1.018567 -2.172780 6.365715 0.1 0.5 -0.1 0.00
H 0.305942 -0.630605 7.082408 0.6 0.0 -0.3 0.00
H -0.961724 -2.601409 5.204052 -0.2 0.2 -0.2 0.00
H -1.225753 -0.839223 5.030337 0.4 0.0 0.4 0.00
H -2.326793 -2.517411 9.153958 0.0 -0.9 -0.6 0.00
H -1.859706 -0.989634 8.750330 0.4 0.4 -0.4 0.00
C 0.781579 -0.950941 0.446500 -0.5 -0.1 0.2 0.01
C 0.596487 0.017657 1.587118 0.0 0.7 0.9 0.00
C -0.412389 1.047773 1.087058 -0.8 0.6 -1.4 0.00
S 0.125091 1.427262 -0.668996 2.1 -0.3 2.6 0.00
O 1.030582 2.610023 -0.636989 -1.9 -1.6 -0.7 0.00
O -0.993616 1.276954 -1.568317 0.3 0.3 -0.5 0.00
C 1.245695 -0.049347 -0.675605 0.1 -0.1 -0.7 0.00
H -0.148397 -1.464938 0.203478 -0.4 0.1 -0.1 -0.01
H 1.422692 -1.759686 0.797225 0.6 0.2 -0.4 0.01
H 1.560430 0.479000 1.801780 0.1 0.2 -0.2 0.00
H 0.367727 -0.487398 2.525559 -0.7 0.1 -0.1 0.00
H -0.627702 2.051098 1.454604 0.7 -0.1 0.8 0.00
H -1.416053 0.632357 0.996592 0.0 -0.3 -0.1 0.00
H 2.218564 0.343754 -0.380460 0.1 0.1 -0.5 0.00
H 1.259634 -0.504117 -1.666104 0.1 0.2 -0.1 0.00
N 0.745422 -2.444442 -5.328943 0.1 0.1 -1.0 0.00
C -0.603447 -2.701992 -5.386312 1.2 -2.6 0.0 0.00
C -1.224119 -1.733438 -4.715146 -2.0 1.0 1.0 0.00
C -0.299047 -0.727325 -4.428190 1.5 1.0 0.8 0.00
C 0.929310 -1.185358 -4.833789 0.6 -0.6 0.1 0.00
H 1.489050 -3.012889 -5.708400 -0.3 0.2 -0.2 0.00
H -0.948043 -3.663188 -5.738100 -0.1 0.1 -0.1 0.00
H -2.210028 -1.794402 -4.278489 -0.3 0.3 -0.6 0.00
H -0.403494 0.206037 -3.894967 -0.5 -0.1 0.0 0.00
H 1.945425 -0.819411 -4.832191 -0.3 0.4 0.2 0.00
N 0.030743 -3.688096 -2.316281 -1.3 -1.6 2.0 -0.07
C -1.125245 -4.464096 -2.481561 2.3 1.9 -1.6 0.29
C -1.086789 -5.438194 -1.517970 -1.3 -2.4 2.2 0.20
C -0.081628 -5.237785 -0.603349 -1.0 0.3 -1.0 0.15
C 0.561824 -4.090913 -1.102712 1.1 1.6 -1.0 0.29
H 0.322072 -2.939328 -2.928297 0.0 0.5 0.0 0.01
H -1.760469 -4.236117 -3.324732 -0.2 -0.2 0.2 0.02
H -1.808349 -6.223656 -1.348218 -0.2 0.1 -0.5 0.00
H 0.041998 -5.772856 0.326604 0.4 0.2 -0.1 0.00
H 1.332510 -3.504811 -0.624239 0.2 0.0 -0.2 0.07
N 5.961133 1.587424 -0.016235 1.7 -1.4 0.1 0.00
C 6.022657 1.306274 1.320167 1.1 0.4 0.6 0.00
C 4.923076 1.830134 1.931440 -1.3 -0.5 -0.7 0.00
C 4.034597 2.265034 0.880518 1.8 0.1 -1.3 0.00
C 4.787191 2.095185 -0.323543 -3.3 1.2 1.1 0.00
H 6.702322 1.433878 -0.684936 -0.2 -0.2 0.3 0.00
H 6.862599 0.804644 1.777625 0.1 0.2 -0.2 0.00
H 4.724928 1.756075 2.990526 -0.1 0.1 -0.1 0.00
H 3.085318 2.777873 0.928077 0.0 -0.2 0.1 0.00
H 4.476625 2.221119 -1.350234 0.1 0.2 0.2 0.00
N -2.855805 3.415118 -0.305855 0.4 -0.5 0.7 0.00
C -2.209332 4.147324 0.629746 1.7 2.2 -0.8 0.00
C -2.646490 3.876843 1.873980 0.2 0.5 0.5 0.00
C -3.579637 2.869330 1.706773 -1.0 -1.3 1.4 0.00
C -3.648262 2.537277 0.390432 -1.0 -0.2 -0.9 0.00
H -2.701102 3.493590 -1.300844 0.1 -0.2 0.2 0.00
H -1.458182 4.885363 0.390023 -0.2 -0.1 -0.4 0.00
H -2.407135 4.410852 2.781695 0.2 -0.2 -0.1 0.00
H -4.124440 2.471055 2.549956 -0.2 -0.4 -0.3 0.00
H -4.252687 1.796842 -0.112392 0.0 0.1 0.0 0.00
N -2.730633 5.374614 -3.622925 1.7 -0.3 2.0 0.00
C -2.728383 6.391591 -2.671208 -2.4 0.3 -1.5 0.00
C -1.617124 6.337273 -1.936624 1.2 1.4 0.9 0.00
C -0.803317 5.316418 -2.415812 -0.6 -2.2 -0.1 0.00
C -1.568793 4.630672 -3.341972 -0.3 0.4 -1.3 0.00
H -3.471681 5.095345 -4.249789 0.2 0.2 0.3 0.00
H -3.572331 7.062234 -2.605036 0.1 0.0 0.0 0.00
H -1.309619 6.998737 -1.140198 -0.3 0.2 -0.1 0.00
H 0.099911 4.973142 -1.933376 0.1 -0.1 -0.3 0.00
H -1.433274 3.710239 -3.890461 0.4 0.1 0.0 0.00

=====

No. 2
102
Properties=species:S:1:pos:R:3:forces:R:3:mulliken_charge:R:1 method="wB97M-V/def2-TZVPD" gap_ev="2.80 / 3.16" e_tot_ha=-2598.1317 total_charge=0 homo_energy_ev="-4.20 / -4.57"
Sr -0.375907 1.888546 -2.026795 -0.4 -1.3 0.7 0.56
C -1.483018 0.689565 3.399520 1.4 -0.5 0.6 -2.22
C -1.233987 -0.868823 3.626267 -0.1 0.6 -0.8 2.51
C -2.351181 -1.355670 4.625571 0.4 0.8 0.4 -1.73
C -1.383932 -1.508277 2.199381 1.9 -3.6 4.1 -2.32
P 0.481073 -1.551607 4.099208 -0.5 0.2 1.3 -0.25
C 1.523552 -0.738934 2.858111 0.6 0.6 -1.0 -1.45
N 1.858697 -1.446413 1.612749 0.9 0.0 1.1 1.25
B 1.396823 -1.201920 0.247187 -0.6 1.8 0.5 -0.44
N 2.544388 -1.500278 -0.534676 0.6 -0.6 -1.0 0.27
C 2.545901 -1.536281 -2.000916 0.6 -0.5 1.2 -1.83
P 1.330101 -0.400529 -2.829995 0.2 -0.5 -0.8 -0.08
C -0.109547 -1.631848 -3.314157 0.3 1.2 0.7 3.26
C -0.785032 -1.246318 -4.603449 -0.5 -1.3 -1.4 -2.35
C 0.311368 -3.078076 -3.304247 0.7 0.5 0.4 -2.20
C -1.144763 -1.410641 -2.215443 -0.7 -0.8 0.4 -1.48
C 2.451439 0.215497 -4.345120 -1.1 0.4 1.3 1.85
C 1.557359 0.810953 -5.423799 -0.7 -1.1 -0.2 -1.71
C 3.281265 1.364785 -3.748123 -0.1 -0.4 1.1 -1.54
C 3.375786 -0.826944 -4.894229 0.1 -0.3 -0.9 -1.84
C 3.532709 -2.162192 0.243908 -0.3 -0.6 -0.2 -0.03
C 4.555384 -3.030841 -0.134597 -0.2 -0.6 -0.7 -0.70
C 4.979973 -4.026531 0.801315 0.0 0.4 -1.3 -0.65
C 4.722421 -3.858156 2.143613 -1.0 1.9 -0.1 -0.71
C 3.838738 -2.795019 2.553623 0.9 -1.0 0.1 -0.48
C 3.115132 -2.097667 1.598387 -0.4 -0.2 -1.0 0.53
C 1.144835 -0.549737 5.636760 -1.6 0.1 0.5 2.04
C 2.615603 -0.714595 5.898548 1.4 0.2 -1.1 -1.94
C 0.800777 0.952286 5.507248 -0.2 0.1 -0.6 -1.63
C 0.408922 -1.067941 6.910818 -1.0 -0.2 -1.0 -1.77
H -2.497595 0.689937 3.056972 -0.7 0.5 -0.3 0.73
H -0.821932 1.246175 2.673558 -0.6 -1.1 0.4 0.16
H -1.356501 1.241297 4.338985 -0.7 -0.2 -0.3 0.45
H -3.376558 -0.932525 4.538385 0.7 0.1 -0.8 0.36
H -2.001929 -0.927564 5.573485 -0.4 -0.5 0.1 0.36
H -2.517754 -2.440176 4.706175 0.6 0.3 -0.1 0.29
H -2.035500 -2.306132 2.410629 -2.3 -0.5 -0.5 0.54
H -1.611853 -0.817107 1.519932 -0.9 2.2 -3.1 0.58
H -2.195580 -4.681496 3.137088 0.3 0.0 -0.3 0.16
H 2.476340 -0.619814 3.373407 0.1 0.2 0.1 0.91
H 1.213620 0.294626 2.608611 -0.1 -0.5 0.1 0.37
H 2.433730 -2.581877 -2.352166 0.0 0.6 0.0 0.49
H 3.535317 -1.232322 -2.287652 0.5 0.3 -0.5 0.63
H -0.195118 -1.610000 -5.475476 -0.2 0.7 0.4 0.48
H -1.013701 -0.182373 -4.638554 0.1 0.1 -0.3 0.32
H -1.763663 -1.787694 -4.760616 0.7 0.4 0.6 0.51
H 1.252683 -3.173349 -3.826852 0.3 -0.3 -0.1 0.37
H -0.408432 -3.621780 -3.866896 -0.8 -0.8 -0.2 0.62
H 0.416292 -3.444658 -2.271023 -0.1 -0.1 -0.5 0.29
H -1.732164 -0.475281 -2.348661 0.1 -0.4 -0.1 -0.02
H -0.673473 -1.392605 -1.221239 -0.2 -0.1 -0.1 -0.01
H -1.864906 -2.276658 -2.291431 0.4 1.0 0.2 0.51
H 0.813367 0.047853 -5.684883 0.4 0.4 -0.5 0.25
H 2.150564 1.044129 -6.319937 -0.2 0.3 0.2 0.52
H 0.968141 1.667756 -5.065638 0.4 0.0 -0.1 0.16
H 3.281424 1.294877 -2.637880 0.3 0.2 -0.5 0.32
H 2.919919 2.357408 -4.011474 -0.2 0.0 -0.1 0.33
H 4.293998 1.265469 -4.102041 0.5 0.2 0.0 0.41
H 2.861931 -1.750620 -5.164747 -0.1 0.0 -0.1 0.19
H 4.180566 -1.095101 -4.218216 0.1 0.1 0.1 0.45
H 3.817937 -0.392153 -5.807638 0.1 -0.4 0.2 0.58
H 4.940542 -3.019176 -1.192629 -0.7 -0.4 1.1 0.34
H 5.359233 -4.978306 0.390163 0.6 0.8 0.4 0.31
H 5.239323 -4.451870 2.870478 -0.2 -0.4 0.3 0.42
H 3.730347 -2.625952 3.616886 -0.4 -0.1 0.0 0.15
H 3.190609 0.106311 5.422278 -0.2 -0.4 0.1 0.42
H 2.998826 -1.625310 5.423872 0.1 -0.1 0.5 0.24
H 2.897565 -0.662301 6.957143 -0.3 -0.3 -0.1 0.46
H 0.439994 1.181575 4.497307 0.4 0.1 0.5 0.32
H 1.621722 1.646428 5.690998 0.3 -0.3 0.2 0.31
H 0.020433 1.211589 6.215498 -0.3 0.2 0.0 0.39
H 0.720188 -2.066214 7.236775 -0.2 0.0 -0.4 0.35
H -0.712472 -0.982330 6.823304 1.3 -0.4 0.1 0.37
H 0.682130 -0.400497 7.688932 0.3 0.7 1.0 0.61
N -1.242782 -5.275514 2.436845 -1.2 -0.3 1.5 -1.74
H -1.859227 -6.126458 2.346344 1.3 0.8 -0.2 0.79
H -0.484301 -5.396732 3.204939 -1.0 0.3 -2.2 0.52
H -1.125654 -4.745642 1.529452 0.6 -0.8 1.2 0.39
C 0.029816 4.464742 -2.380791 0.3 1.9 -0.4 -1.19
C -0.748828 5.230724 -3.328958 2.6 -1.1 -0.2 -0.26
C -1.800489 5.934389 -2.878504 -2.9 1.2 0.5 -0.36
C -2.258439 5.701294 -1.552663 -0.7 0.6 0.5 0.52
C -1.475711 5.000732 -0.627067 0.7 -0.3 0.2 -0.11
C -0.197358 4.461191 -1.001712 -1.5 0.4 -1.2 -1.41
Si -4.064849 6.306540 -0.900253 0.8 -1.6 -0.6 -0.19
C -4.938106 4.650069 -1.467561 -0.5 0.3 1.2 0.71
C -6.150374 4.230430 -0.795478 0.7 0.8 -1.3 -0.56
C -7.110967 3.497145 -1.481485 0.5 0.0 0.8 -0.52
C -6.799821 2.916724 -2.712556 1.1 0.1 -0.3 -0.38
C -5.574258 3.215577 -3.347785 -0.6 0.6 1.1 -0.91
C -4.653305 4.100674 -2.715208 -0.2 -0.7 -1.4 0.22
H 0.940821 4.008844 -2.741042 0.4 0.0 -0.3 1.22
H -0.377337 5.374384 -4.367505 -0.3 -0.5 0.9 0.39
H -2.454645 6.595772 -3.559388 1.3 -1.1 1.0 0.26
H -1.814211 4.861108 0.412829 0.1 0.1 -0.5 0.32
H 0.511494 3.949595 -0.324437 -0.6 0.4 -0.2 0.65
H -0.586093 -2.242713 1.937189 0.4 1.5 -0.3 0.17
H -6.327104 4.534581 0.234733 -0.2 0.3 -0.3 0.35
H -8.086171 3.410204 -1.005626 0.2 -0.6 -0.2 0.36
H -7.431415 2.125815 -3.103512 -0.2 0.5 -0.3 0.36
H -5.397871 2.843614 -4.350603 0.2 -0.2 0.2 0.39
H -3.705347 4.314361 -3.272116 -1.0 0.0 0.7 0.13